{"formula": "CH2O4S2", "method": "ωB97M-V with the def2-TZVPD basis set", "relative_energy_kcal_mol": 112.4, "max_force_ev_per_a": 3.33, "homo_lumo_gap_ev": [5.3, 5.3], "charge": -2, "elements": ["S", "S", "O", "O", "O", "O", "C", "H", "H"], "coordinates": [[-0.66675, -0.49563, -0.79583], [1.48562, 0.34622, 0.63730], [1.28593, 1.65046, -0.06552], [-1.88939, -1.24971, -0.91486], [2.18981, 0.51325, 1.95694], [0.42323, -0.95836, -1.70619], [0.01707, -0.62131, 0.73137], [-1.65937, 0.21052, 1.52988], [-1.18614, 0.60456, -1.37309]]}

{"formula": "C31H50BCl20F6NO2P", "method": "ωB97M-V with the def2-TZVPD basis set", "max_force_ev_per_a": 2.77, "homo_lumo_gap_ev": 7.3, "charge": -1, "elements": ["Cl", "Cl", "Cl", "Cl", "Cl", "Cl", "Cl", "Cl", "Cl", "Cl", "Cl", "Cl", "Cl", "Cl", "Cl", "Cl", "Cl", "Cl", "Cl", "Cl", "P", "F", "F", "F", "F", "F", "F", "O", "O", "N", "C", "C", "C", "C", "C", "C", "C", "C", "C", "C", "C", "C", "C", "C", "C", "C", "C", "C", "C", "C", "C", "C", "C", "C", "C", "C", "C", "C", "C", "C", "C", "B", "H", "H", "H", "H", "H", "H", "H", "H", "H", "H", "H", "H", "H", "H", "H", "H", "H", "H", "H", "H", "H", "H", "H", "H", "H", "H", "H", "H", "H", "H", "H", "H", "H", "H", "H", "H", "H", "H", "H", "H", "H", "H", "H", "H", "H", "H", "H", "H", "H", "H"], "coordinates": [[-0.83514, -0.17278, 4.71247], [0.56164, 8.89248, 2.52319], [0.17070, -5.40463, -3.36800], [5.81835, -5.23246, 4.76120], [-4.39274, 4.10154, -7.01801], [4.91030, -3.16337, 2.10756], [-5.73299, 1.23312, -5.82803], [5.85984, -2.62598, 10.61911], [6.87377, -4.72008, 8.12353], [1.00458, 3.94688, 2.24203], [-0.93301, -0.44825, -4.22763], [-0.84116, -2.56230, -6.94328], [-0.00725, -8.71071, -4.19001], [0.12150, -3.94062, 0.76889], [1.34266, -4.27783, 3.94389], [3.10773, 1.34539, 2.97935], [-2.80483, 2.45249, 3.95342], [-2.37124, 7.14239, 2.36654], [5.97689, -7.52717, 2.23137], [3.50261, -4.57261, -0.65417], [-1.72081, 1.21497, -1.51254], [-0.09132, 4.66945, -6.45502], [-0.01928, 2.84142, -5.32194], [-1.79273, 3.38380, 1.02405], [-5.28717, 3.42104, -1.82700], [-1.34313, 2.99033, -7.02988], [-4.38340, 1.70389, -2.87069], [-3.92561, 1.61763, 0.08138], [-1.00526, 0.62076, -0.31299], [-5.39028, 2.75074, 1.66692], [5.23004, -4.20556, -0.39933], [-6.05718, 1.97601, -7.41140], [-4.06434, 2.88636, -2.18264], [-2.57831, -0.00998, 5.07344], [5.74302, -3.34841, 7.98155], [-4.83647, 2.66310, -7.96773], [1.68277, -2.96157, 2.77726], [-3.05212, 5.07232, -0.13669], [-2.45771, 3.35738, -4.08964], [6.37881, -7.78854, 3.95059], [1.53375, -6.50149, -3.70936], [-1.00876, 6.85877, 3.47627], [-2.32987, 3.72411, -0.23264], [0.57649, 2.21085, 2.28911], [-1.19758, -2.20595, -4.23715], [5.63755, -4.38995, 1.03901], [0.49532, -2.62636, 1.91769], [-3.88249, 5.11157, -3.34587], [-0.35802, -2.92204, -5.25821], [-0.86233, 3.66965, -5.97432], [-3.29584, 0.74314, 3.98128], [1.19325, -7.52350, -4.76266], [6.10639, -2.21248, 8.90071], [-3.33678, 5.95447, -4.30312], [1.35630, 1.49025, 3.35076], [-1.92415, 4.19281, -5.05183], [-4.67706, 2.22072, 0.92115], [-2.36703, 5.50150, -5.18499], [-3.44417, 3.79814, -3.22030], [5.50388, -6.98072, 4.87307], [-0.31785, 8.13510, 3.87934], [-3.13811, 2.47268, -0.88700], [-4.65308, 5.50986, -2.70201], [0.41814, 7.92069, 4.65265], [-1.41691, 6.37219, 4.36097], [0.79552, -7.05321, -5.65843], [4.44839, -7.13869, 4.66478], [-0.32782, 6.16747, 2.98849], [-0.47279, -3.99410, -5.10074], [-0.73210, 1.87483, -2.28526], [-1.02549, 8.86564, 4.26315], [6.71816, -4.28854, 1.13222], [-2.25964, -2.37791, -4.39527], [-2.67627, 0.49390, 6.03139], [-0.48309, 2.15155, 2.52363], [5.41049, -3.18925, -0.74068], [1.26268, 1.99534, 4.30846], [-0.39289, -2.42866, 2.51184], [4.74205, -3.72027, 8.18289], [0.71650, -1.73931, 1.32397], [-6.36782, 1.17975, -8.08688], [-3.10020, 0.31788, 2.99863], [1.82408, -6.97108, -2.77307], [5.70297, -7.27351, 5.90361], [7.42959, -7.54535, 4.08446], [-1.98430, 6.17791, -5.93607], [1.96528, -2.08699, 3.36351], [-6.88212, 2.67420, -7.29166], [-0.93019, -2.56702, -3.24380], [-1.45026, 3.88350, -0.87320], [-3.65997, 6.98518, -4.37861], [-4.13125, 5.00543, -0.27040], [-3.97699, 1.99635, -7.97819], [-2.61045, 5.82121, -0.79497], [-2.31653, 0.15834, -2.20717], [0.97531, 0.48040, 3.44872], [7.14484, -1.91767, 8.77540], [-2.89898, 5.45247, 0.87908], [5.47121, -1.35515, 8.68578], [5.79838, -4.88960, -1.02822], [6.23844, -8.84935, 4.15046], [0.72003, 1.79990, 1.29289], [5.35226, -5.36783, 1.42015], [0.69158, -2.65935, -5.15066], [-4.36941, 0.72001, 4.16242], [-2.97902, -1.01797, 5.16989], [-2.09186, 2.34047, -4.04036], [-5.03256, 2.99458, -8.98682], [2.08925, -8.08128, -5.02984], [2.53834, -3.26729, 2.17752], [2.35949, -5.88084, -4.05399], [5.78432, -3.01075, 6.94728]]}

{"formula": "C15H44LiN18O16", "method": "ωB97M-V with the def2-TZVPD basis set", "max_force_ev_per_a": 3.30, "homo_lumo_gap_ev": 7.3, "charge": -1, "elements": ["O", "O", "O", "O", "O", "O", "O", "O", "O", "O", "O", "O", "O", "O", "O", "O", "N", "N", "N", "N", "N", "N", "N", "N", "N", "N", "N", "N", "N", "N", "N", "N", "N", "N", "C", "C", "C", "C", "C", "C", "C", "C", "C", "C", "C", "C", "C", "C", "C", "Li", "H", "H", "H", "H", "H", "H", "H", "H", "H", "H", "H", "H", "H", "H", "H", "H", "H", "H", "H", "H", "H", "H", "H", "H", "H", "H", "H", "H", "H", "H", "H", "H", "H", "H", "H", "H", "H", "H", "H", "H", "H", "H", "H", "H"], "coordinates": [[-8.01825, 24.34106, 7.97634], [-0.63447, 27.82867, 2.12419], [-9.65796, 33.14196, 7.03983], [-5.70812, 30.50510, 10.89623], [-7.96574, 29.81457, 9.53499], [-3.09483, 28.88675, 7.49124], [1.64987, 30.39397, 11.39267], [-3.47485, 31.58059, 12.52253], [-10.33640, 27.45814, 10.68154], [-7.95072, 32.81821, 3.54087], [-2.64445, 25.39110, 6.35079], [-3.89694, 24.61973, 11.26184], [-6.23364, 35.00251, 8.81959], [-0.10518, 33.11440, 8.05663], [-8.22329, 28.86311, 12.78606], [-5.37812, 28.96405, 5.81563], [-9.52434, 34.90973, 8.47053], [-9.10396, 26.33273, 8.34625], [-2.08161, 31.96141, 8.27808], [-1.53167, 27.40436, 4.18456], [-0.38506, 31.43412, 11.29495], [-6.27599, 29.67450, 13.63979], [-6.94985, 26.34203, 7.56666], [-8.37730, 32.91393, 8.87397], [-5.03313, 33.18818, 8.09781], [-7.59869, 28.36240, 14.95900], [-3.67531, 26.49890, 9.98909], [0.20752, 29.82986, 9.75316], [-0.43292, 31.17961, 6.87820], [-2.95698, 24.43219, 9.20462], [-5.58229, 33.30001, 10.27012], [-7.85377, 31.54774, 5.43418], [-6.79038, 30.82451, 3.53985], [-2.52025, 28.92288, 2.74108], [-4.24934, 29.19021, 7.91328], [-3.52236, 25.16028, 10.21929], [-1.49167, 28.03178, 2.98055], [-7.41335, 28.95882, 13.73300], [-0.78382, 32.12615, 7.83631], [0.60419, 30.62152, 10.80661], [-5.67214, 33.94866, 9.04513], [-5.46419, 29.10534, 7.03781], [-5.56635, 29.90295, 9.79564], [-9.23699, 33.63591, 8.08743], [-6.73739, 29.26613, 7.61886], [-6.86565, 29.64778, 8.96856], [-4.29800, 29.75537, 9.18646], [-7.51058, 31.84220, 4.13683], [-8.02050, 25.56754, 7.96127], [-8.70921, 30.06768, 11.36571], [-5.79630, 32.31448, 10.35461], [-4.49562, 32.40370, 8.41134], [-5.69738, 33.78676, 11.14277], [-8.50998, 32.16869, 5.90415], [-4.25619, 31.70729, 11.96703], [-0.35052, 31.80832, 12.22244], [-2.22528, 29.57863, 2.04149], [-4.85561, 33.58191, 7.19108], [-9.81616, 25.76500, 8.77433], [-5.69267, 29.88387, 14.42943], [-7.27711, 28.90472, 15.73904], [-7.89396, 33.39892, 9.60802], [-3.83903, 27.18064, 10.70255], [-3.27393, 26.88655, 9.14975], [-1.76635, 25.73883, 6.54026], [-3.22212, 26.17210, 6.36699], [-9.13108, 35.30945, 9.30149], [-7.09621, 27.33682, 7.40184], [-8.37665, 27.73881, 15.07064], [-6.53770, 30.01658, 4.08290], [-6.43622, 30.83681, 2.60496], [-2.57924, 31.10068, 8.11875], [-3.42124, 29.73383, 9.82070], [-1.21440, 31.61307, 10.75790], [-6.10999, 25.83995, 7.34524], [-10.05788, 35.50974, 7.87277], [-0.81900, 26.74135, 4.42218], [-9.47139, 27.50316, 10.24973], [0.87777, 29.16623, 9.41675], [-3.03033, 30.81785, 12.13753], [-0.66916, 29.95374, 9.28517], [0.54740, 31.26342, 6.66244], [-2.85433, 24.76566, 8.24928], [-9.25399, 27.30472, 8.15952], [-2.73024, 23.46941, 9.35284], [-7.62314, 29.33149, 7.00345], [-2.47113, 32.69520, 8.84252], [-10.13730, 27.23391, 11.59737], [-2.17969, 27.65114, 4.92105], [-3.27396, 29.05677, 3.38947], [-8.45155, 31.91741, 8.75649], [-7.42403, 30.75335, 5.86374], [-0.89412, 30.29376, 7.00751], [-6.01836, 30.08094, 12.74350]]}

{"formula": "C3H2LiO2", "method": "ωB97M-V with the def2-TZVPD basis set", "relative_energy_kcal_mol": 8.2, "max_force_ev_per_a": 4.34, "homo_lumo_gap_ev": 10.5, "charge": 1, "elements": ["O", "O", "C", "C", "C", "Li", "H", "H"], "coordinates": [[0.41570, -0.70372, -0.87207], [-0.49381, -0.12292, 0.95089], [0.40983, 0.66486, -0.88765], [-0.24662, -1.15883, 0.19057], [-0.14251, 1.04970, 0.28643], [-0.64186, -2.93360, 0.49153], [-0.70629, 1.94265, 0.54057], [1.40556, 1.26186, -0.70028]]}

| no. | E_tot (eV) |
| --- | --- |
| 1 | -30923.0934 |
| 2 | -315268.1403 |
| 3 | -76069.4869 |
| 4 | -7433.5193 |